(1)
{"formula": "C51H29Cl4N4Re", "method": "ωB97M-V/def2-TZVPD", "species": ["Re", "Cl", "Cl", "Cl", "Cl", "N", "N", "N", "N", "C", "C", "C", "C", "C", "C", "C", "C", "C", "C", "C", "C", "C", "C", "C", "C", "C", "C", "C", "C", "C", "C", "C", "C", "C", "C", "C", "C", "C", "C", "C", "C", "C", "C", "C", "C", "C", "C", "C", "C", "C", "C", "C", "C", "C", "C", "C", "C", "C", "C", "C", "H", "H", "H", "H", "H", "H", "H", "H", "H", "H", "H", "H", "H", "H", "H", "H", "H", "H", "H", "H", "H", "H", "H", "H", "H", "H", "H", "H", "H"], "xyz": [[0.09332, 0.02571, 0.08592], [-6.97004, -1.32961, -5.93482], [2.17628, -9.11514, 1.45552], [-4.77361, 6.99355, 4.40217], [7.88854, 2.32217, 4.75709], [1.59768, -1.15803, 0.88883], [-0.67169, -1.73292, -0.77689], [0.44770, 1.36792, 1.64926], [-1.84630, 0.79307, 0.00919], [1.62980, 1.47038, 2.33182], [1.61883, -5.15706, 1.54539], [-2.05945, 4.96996, 2.27930], [4.60611, 2.21661, 2.48221], [-3.92361, 1.29507, -0.82636], [-3.68113, 2.15654, 0.18533], [-4.81256, -1.70976, -2.59333], [1.89080, -6.45809, 1.93147], [2.74167, 0.58844, 2.17364], [-0.05180, -2.94999, -0.91535], [-0.66081, -3.64981, -1.98743], [-2.36821, 1.84548, 0.71443], [3.20999, -2.76763, 1.04662], [1.31330, -4.80244, 0.21981], [-5.80720, -1.86361, -3.54799], [1.68767, 1.88222, -4.72016], [3.73889, -1.63747, 1.55669], [1.03983, -3.37794, -0.06713], [2.92194, 2.49363, -4.53929], [-1.66993, -2.85198, -2.48568], [-4.67143, -0.27666, -4.96534], [-2.47967, 3.64526, 2.39107], [0.89200, 0.76143, -1.24471], [1.57744, 1.35829, -2.36092], [-3.62232, 3.38013, 3.14214], [-1.68913, -1.67943, -1.70879], [1.49796, -7.17713, -0.31821], [5.79375, 2.62632, 3.06503], [-4.33345, 4.39944, 3.75984], [-0.40744, 2.30275, 2.17934], [1.52499, 2.48486, 3.31124], [3.48486, 2.53628, -3.27003], [4.62116, 0.22520, 3.80666], [-2.75517, 6.00076, 2.89181], [-5.72358, -1.14262, -4.72698], [1.23770, -5.86662, -0.68904], [1.02013, 1.32009, -3.64407], [-3.88978, 5.70273, 3.62735], [-2.78328, 0.41381, -0.92625], [5.81324, 0.62034, 4.40040], [0.24956, 2.99597, 3.22768], [2.69856, -0.63179, 1.54498], [1.83652, -7.46874, 0.98907], [2.82203, 1.97496, -2.19032], [-1.72796, 2.54694, 1.72457], [-3.68636, -0.13319, -3.99762], [-3.74415, -0.84266, -2.80237], [6.39006, 1.81681, 4.01874], [1.85144, -2.46708, 0.61656], [-2.67762, -0.66986, -1.77178], [4.00771, 1.00455, 2.83081], [0.06155, 0.83377, -3.77710], [6.28308, 0.01040, 5.15986], [-5.21875, 4.18587, 4.34305], [-4.32445, 2.94307, 0.54343], [4.74930, -1.48987, 1.90384], [-4.86044, -2.26973, -1.66775], [-2.85856, 0.54430, -4.16715], [-3.95601, 2.35498, 3.24434], [3.25776, 1.99741, -1.19921], [-2.32914, -3.07666, -3.30860], [1.44494, -7.96918, -1.05308], [4.12821, 2.84092, 1.73734], [3.44264, 2.93086, -5.38207], [-6.63944, -2.53395, -3.38237], [-1.17386, 5.19072, 1.69677], [2.11691, -6.68685, 2.96423], [1.60118, -4.39309, 2.31153], [-0.36928, -4.58744, -2.41224], [-4.80358, 1.24169, -1.44813], [-0.18603, 3.76145, 3.84807], [-2.42731, 7.02684, 2.79604], [1.24410, 1.84119, -5.70773], [4.44899, 3.00749, -3.12148], [3.70611, -3.71175, 0.89392], [-4.62558, 0.27657, -5.89335], [1.00252, -5.69366, -1.72126], [4.14531, -0.69475, 4.12421], [6.25661, 3.56220, 2.78322], [2.29653, 2.76997, 4.00826]], "atomic_forces_ev_per_a": [[-0.1, 0.0, 0.1], [0.0, 0.0, 0.0], [0.0, 0.0, 0.0], [0.0, 0.0, 0.0], [0.0, 0.0, 0.0], [-0.1, 0.0, 0.0], [0.1, -0.1, -0.2], [-0.1, 0.0, 0.2], [0.0, -0.1, 0.1], [0.0, -0.1, 0.1], [-0.1, 0.0, 0.1], [0.0, 0.0, 0.0], [0.0, 0.0, 0.0], [0.0, 0.1, 0.0], [-0.1, -0.1, -0.1], [0.0, 0.0, 0.0], [0.0, 0.0, 0.0], [0.0, 0.0, 0.0], [0.0, 0.0, 0.1], [0.0, 0.1, 0.1], [0.1, 0.2, 0.0], [0.1, 0.1, 0.1], [-0.1, -0.3, 0.0], [0.0, 0.0, 0.0], [0.0, 0.0, 0.0], [0.1, -0.2, -0.1], [0.1, 0.4, -0.1], [0.0, 0.0, 0.0], [0.0, 0.0, 0.0], [0.0, 0.0, 0.0], [0.0, 0.0, 0.0], [0.1, 0.2, -0.2], [0.0, 0.0, 0.0], [0.0, 0.0, 0.0], [0.0, -0.1, 0.1], [0.0, 0.0, 0.0], [0.0, 0.0, 0.0], [0.0, 0.0, 0.0], [0.1, 0.1, -0.1], [0.1, 0.0, 0.0], [0.0, 0.0, 0.0], [0.0, 0.0, 0.2], [0.0, 0.0, 0.0], [0.0, 0.0, 0.0], [0.1, 0.1, 0.0], [0.0, 0.0, 0.0], [0.0, 0.0, 0.0], [0.0, -0.1, -0.1], [0.0, 0.0, 0.0], [0.0, 0.0, 0.0], [0.0, 0.1, 0.0], [0.0, 0.0, 0.0], [0.0, 0.0, 0.0], [-0.1, -0.1, -0.1], [0.0, 0.0, 0.0], [0.0, 0.0, 0.0], [0.0, 0.0, 0.0], [0.0, -0.2, -0.2], [-0.1, 0.1, 0.0], [0.0, 0.0, 0.0], [0.0, 0.0, 0.0], [0.0, 0.0, 0.0], [0.0, 0.0, 0.0], [0.0, 0.0, 0.0], [0.0, 0.0, 0.0], [0.0, 0.0, 0.0], [0.0, 0.0, 0.0], [0.0, 0.0, 0.0], [0.0, 0.0, 0.0], [0.0, 0.0, 0.0], [0.0, 0.0, 0.0], [0.0, 0.0, 0.0], [0.0, 0.0, 0.0], [0.0, 0.0, 0.0], [0.0, 0.0, 0.0], [0.0, 0.0, 0.0], [0.0, 0.0, -0.1], [0.0, -0.2, 0.1], [0.0, 0.0, 0.0], [0.0, 0.0, 0.0], [0.0, 0.0, 0.0], [0.0, 0.0, 0.0], [0.0, 0.0, 0.0], [0.0, 0.0, 0.0], [0.0, 0.0, 0.0], [0.0, 0.1, -0.2], [0.0, 0.0, 0.0], [0.0, 0.0, 0.0], [0.0, 0.0, 0.0]], "homo_lumo_gap_ev": [4.54, 5.44], "total_charge": -1, "spin_multiplicity": 2, "relative_energy_kj_mol": 0.0, "e_lumo_ev": [1.71, 1.30], "homo_ev": [-2.83, -4.14]}

=====

(2)
{"formula": "C51H32CdCl6N7S2", "method": "ωB97M-V/def2-TZVPD", "species": ["Cd", "Cl", "Cl", "Cl", "Cl", "Cl", "Cl", "S", "S", "N", "N", "N", "N", "N", "N", "N", "C", "C", "C", "C", "C", "C", "C", "C", "C", "C", "C", "C", "C", "C", "C", "C", "C", "C", "C", "C", "C", "C", "C", "C", "C", "C", "C", "C", "C", "C", "C", "C", "C", "C", "C", "C", "C", "C", "C", "C", "C", "C", "C", "C", "C", "C", "C", "C", "C", "C", "C", "H", "H", "H", "H", "H", "H", "H", "H", "H", "H", "H", "H", "H", "H", "H", "H", "H", "H", "H", "H", "H", "H", "H", "H", "H", "H", "H", "H", "H", "H", "H", "H"], "xyz": [[-1.41050, -0.40366, 0.26842], [6.16717, -3.15724, -4.98424], [-7.29104, -6.55723, -2.74219], [3.67328, 4.07021, 2.36309], [1.16080, -6.36202, 7.77049], [-0.92593, 1.15260, 2.75585], [9.20421, -0.86288, -2.75514], [1.62163, 2.13750, 0.86114], [-3.65775, 0.90708, 0.06438], [1.96766, -1.89313, 1.11238], [-1.00799, -1.68320, -1.43306], [2.11507, 0.83338, -1.14480], [-3.59191, 3.53042, 0.26080], [-1.27763, -2.44368, 1.11573], [-1.71153, 2.60905, -0.63214], [-0.91541, 1.54276, -1.02285], [6.94798, 0.26310, -1.75905], [-6.00660, -5.54252, -2.12740], [1.24343, -0.67486, 0.78788], [4.40100, -1.31087, -4.08800], [1.50230, -0.42318, -0.75764], [0.17693, 2.40336, 3.28269], [3.32645, -1.96328, 0.75993], [7.15466, -2.12523, -1.50923], [0.94938, -5.41183, 6.32090], [2.53414, -1.82434, -2.63317], [3.87236, -3.02711, 1.57409], [5.91880, -2.16190, -0.88592], [-5.16872, -6.02916, -1.13491], [0.70968, 3.97560, 4.99641], [-4.15660, -5.22173, -0.64835], [-0.24057, -3.01653, -3.11284], [-1.50432, -3.39762, -2.84014], [7.65939, -0.91140, -1.94341], [2.17385, 3.64436, 3.13062], [1.65528, -2.76304, 2.16411], [-2.85389, -3.05157, -0.68137], [2.19638, 0.45047, 1.15447], [-1.93344, -2.64460, -1.64419], [0.39924, -5.28062, 4.00162], [0.56823, -6.04155, 5.14757], [3.85626, -1.00225, -0.07223], [1.00032, -3.30332, 5.20674], [1.88055, 4.28305, 4.32710], [-0.14896, 3.01964, 4.47705], [-5.83837, -4.27058, -2.63790], [5.17754, -0.99422, -0.67256], [0.45485, -3.08067, 2.77234], [-4.82518, -3.47046, -2.12831], [4.02430, -3.58562, -3.38659], [2.87099, 0.09531, -0.20839], [2.91353, -3.44977, 2.42763], [2.92307, -3.16490, -2.65711], [1.32933, 2.69125, 2.54504], [-2.01127, -3.72278, 2.81703], [0.13189, -1.97043, -2.14509], [1.34275, -1.43716, -1.83576], [-2.99528, -3.72670, 1.82220], [4.75482, -2.64750, -4.09407], [-3.96263, -3.91822, -1.12475], [-2.48562, -2.98628, 0.73746], [-0.92816, -2.96475, 2.33498], [1.16856, -4.04749, 6.36647], [3.29045, -0.90549, -3.36141], [5.71834, 0.21530, -1.12917], [-2.92218, 2.41416, -0.09816], [0.61366, -3.90423, 4.01333], [1.46752, -3.57694, 7.29312], [4.89406, -3.36915, 1.53952], [-1.01454, 1.33226, -2.01093], [0.47211, 4.46918, 5.92928], [0.31855, -0.79631, 1.35111], [5.50015, -3.12079, -0.60916], [5.14153, 1.12332, -1.00162], [-2.06300, -4.19244, -3.31165], [-3.12341, 4.41950, 0.32130], [-3.92921, -4.26375, 1.86035], [4.99652, -0.59234, -4.63521], [-4.42588, 3.40060, 0.80492], [7.70750, -3.03701, -1.69140], [0.41071, -7.11142, 5.13503], [2.35838, -3.88336, -2.07514], [-6.49642, -3.90703, -3.41574], [-1.29802, 3.52941, -0.64635], [3.01150, 0.13794, -3.31953], [0.10172, -5.75491, 3.07501], [1.17389, -2.23442, 5.22055], [4.32359, -4.62539, -3.39185], [-4.69334, -2.46575, -2.51082], [-2.05441, -4.27456, 3.74289], [-5.30076, -7.03704, -0.76458], [7.35215, 1.20210, -2.11310], [2.72899, 0.34507, 2.09829], [-3.47977, -5.61160, 0.09944], [-1.05650, 2.73895, 4.99269], [0.41849, -3.43864, -3.85623], [0.06882, 1.70196, -0.77614], [2.57693, 5.00959, 4.72107], [3.02020, -4.23298, 3.16170]], "atomic_forces_ev_per_a": [[-0.3, -0.5, -0.7], [0.0, 0.0, 0.0], [0.0, 0.0, 0.0], [0.0, 0.0, 0.0], [0.0, 0.0, 0.0], [-0.1, 0.2, 0.1], [0.1, 0.0, 0.0], [0.0, 0.1, 0.1], [0.0, 0.0, 0.2], [0.0, -0.1, -0.2], [-0.3, 0.1, 0.4], [-0.1, 0.1, -0.2], [0.1, 0.1, 0.0], [0.0, 0.0, -0.1], [0.0, 0.1, 0.0], [0.2, -0.2, 0.1], [0.0, 0.0, 0.0], [0.0, 0.0, 0.0], [0.0, 0.1, 0.3], [0.0, 0.0, 0.0], [-0.1, 0.0, -0.1], [0.1, -0.2, 0.0], [0.0, -0.1, 0.0], [0.0, 0.0, 0.0], [0.0, 0.0, 0.0], [0.0, -0.1, -0.1], [0.0, 0.1, 0.0], [0.0, 0.0, 0.0], [-0.1, 0.0, 0.0], [0.0, 0.0, 0.0], [0.0, 0.1, 0.0], [0.0, 0.0, 0.0], [0.0, 0.0, 0.1], [0.0, 0.0, 0.0], [0.0, 0.0, 0.0], [0.3, 0.0, 0.0], [-0.1, 0.0, 0.2], [0.0, -0.1, 0.0], [0.2, 0.0, -0.3], [0.0, 0.0, 0.0], [0.0, 0.0, 0.0], [0.1, 0.0, 0.1], [0.0, 0.0, 0.0], [0.0, 0.0, 0.0], [0.1, 0.0, 0.1], [0.0, 0.0, 0.0], [0.0, 0.0, 0.0], [-0.3, 0.0, 0.0], [0.0, 0.0, 0.0], [0.0, 0.0, 0.0], [0.1, 0.1, 0.1], [-0.2, 0.0, 0.1], [0.0, 0.0, 0.0], [-0.1, 0.1, 0.2], [-0.2, -0.1, 0.0], [0.0, 0.0, -0.1], [-0.1, 0.0, 0.0], [0.0, 0.0, 0.2], [0.0, 0.0, 0.0], [0.0, 0.0, 0.0], [0.2, -0.1, -0.2], [0.4, 0.1, 0.0], [0.0, 0.0, 0.0], [0.0, 0.0, 0.0], [0.0, 0.0, 0.0], [-0.1, 0.1, 0.0], [0.0, 0.0, 0.0], [0.0, 0.0, 0.0], [0.0, 0.0, 0.0], [0.0, 0.0, 0.0], [0.0, 0.0, 0.0], [0.0, 0.2, 0.0], [0.0, 0.0, 0.0], [0.0, 0.0, 0.0], [0.0, 0.0, 0.0], [0.0, 0.0, 0.0], [0.0, 0.0, 0.0], [0.0, 0.0, 0.0], [0.0, 0.0, 0.0], [0.0, 0.0, 0.0], [0.0, 0.0, 0.0], [0.0, 0.0, 0.0], [0.0, 0.0, 0.0], [0.0, 0.0, 0.0], [0.0, 0.0, 0.0], [0.0, 0.0, 0.0], [0.0, 0.0, 0.0], [0.0, 0.0, 0.0], [0.0, 0.0, 0.0], [0.0, 0.0, 0.0], [0.0, 0.0, 0.0], [0.0, 0.0, 0.0], [0.0, 0.0, 0.0], [0.0, 0.0, 0.0], [0.0, 0.0, 0.0], [0.0, 0.0, 0.0], [0.1, 0.0, -0.1], [0.0, 0.0, 0.0], [0.0, 0.0, 0.0]], "homo_lumo_gap_ev": 4.38, "total_charge": -1, "relative_energy_kj_mol": 725.1, "e_lumo_ev": 1.43, "homo_ev": -2.96}